a | A structure of composition C14H23BN6OPb, computed with ωB97M-V/def2-TZVPD.

## Properties
**Orbital gap (spin up / spin down)**: 2.719 / 2.638 eV
**HOMO (spin up / spin down)**: -20.54 / -20.55 eV

ORCA input file:
```
! RIJCOSX wB97M-V def2-TZVPD def2/J DEFGRID3
* xyz 4 1
C -0.568 3.389 -1.000
N -0.618 2.142 -1.536
N -0.070 2.145 -2.791
C 0.255 3.420 -3.076
C -0.021 4.222 -1.961
B 0.097 0.772 -3.548
N 1.193 -0.050 -2.762
N 0.933 -0.339 -1.432
C 1.930 -1.137 -1.010
C 2.884 -1.306 -2.034
C 2.357 -0.629 -3.134
Pb -1.603 0.624 -0.297
N -1.217 -0.047 -3.483
N -1.877 -0.392 -2.310
C -2.865 -1.257 -2.671
C -2.918 -1.374 -4.063
C -1.872 -0.591 -4.530
H -3.461 -1.756 -1.933
H -1.555 -0.371 -5.528
H -3.629 -1.945 -4.638
H 0.496 0.946 -4.664
H 2.736 -0.544 -4.142
H 0.643 3.692 -4.037
H 3.807 -1.851 -1.977
H 0.140 5.273 -1.831
H 1.919 -1.558 -0.014
H -0.900 3.560 0.024
H -1.252 -3.459 -0.312
C -0.867 -3.483 0.709
H 0.189 -3.255 0.815
H 2.106 -0.821 3.264
H -1.522 -2.977 1.426
C -0.869 0.235 3.824
C 0.544 -0.175 4.243
C 1.241 0.946 5.005
C 0.591 -1.353 5.205
O 1.228 -0.479 3.010
H -1.491 0.485 4.700
H -1.381 -0.566 3.266
H -0.846 1.136 3.178
H 0.675 1.169 5.919
H 2.243 0.614 5.306
H 1.331 1.865 4.418
H 0.156 -2.266 4.794
H 1.642 -1.553 5.472
H 0.068 -1.103 6.133
*
```



b | A structure of composition C14H23BN6OPb, computed with ωB97M-V/def2-TZVPD.

## Properties
**Orbital gap (spin up / spin down)**: 3.536 / 3.542 eV
**HOMO (spin up / spin down)**: -21.67 / -21.66 eV

ORCA input file:
```
! RIJCOSX wB97M-V def2-TZVPD def2/J DEFGRID3
* xyz 4 1
C -0.311 3.133 -0.645
N -0.218 1.871 -1.118
N 0.037 1.960 -2.472
C 0.065 3.255 -2.844
C -0.158 4.034 -1.711
B 0.258 0.703 -3.366
N 1.324 -0.191 -2.664
N 1.204 -0.502 -1.321
C 2.248 -1.299 -1.022
C 3.026 -1.528 -2.177
C 2.400 -0.812 -3.198
Pb -1.085 -0.168 0.205
N -1.068 -0.121 -3.397
N -1.613 -0.570 -2.204
C -2.716 -1.288 -2.519
C -2.891 -1.284 -3.914
C -1.835 -0.530 -4.427
H -3.325 -1.775 -1.770
H -1.576 -0.243 -5.439
H -3.678 -1.762 -4.461
H 0.629 1.002 -4.466
H 2.626 -0.687 -4.245
H 0.243 3.506 -3.882
H 3.900 -2.148 -2.257
H -0.209 5.105 -1.667
H 2.371 -1.725 -0.032
H -0.485 3.361 0.406
H -1.053 -2.944 -0.032
C -0.563 -2.345 0.751
H 0.516 -2.551 0.738
H 0.922 -1.020 2.390
H -1.001 -2.604 1.725
C -1.216 0.417 4.129
C 0.224 -0.045 3.964
C 1.136 1.009 4.558
C 0.456 -1.386 4.637
O 0.554 -0.143 2.551
H -1.430 0.508 5.203
H -1.951 -0.291 3.722
H -1.393 1.407 3.685
H 1.023 1.066 5.646
H 2.179 0.768 4.338
H 0.895 1.998 4.154
H -0.246 -2.136 4.253
H 1.490 -1.712 4.479
H 0.293 -1.295 5.717
*
```



Each structure's energy above the most stable one, in hartree: a 0.0000; b 0.0379.